DFT (the ωB97M-V functional and the def2-TZVPD basis) results for a 2-piece molecular cluster, C6H8N2O2 overall in a non-equilibrium geometry.

Structure (XYZ):
```
18
Properties=species:S:1:pos:R:3:forces:R:3
O -0.360658 -1.887586 0.510852 1.71 0.61 0.11
O 3.886742 -0.711817 -0.493338 0.09 0.37 0.25
N 1.713835 -1.191111 -0.176384 2.13 -1.26 -0.23
N 0.277043 0.300728 0.848204 2.56 0.25 -2.24
C -3.110266 0.601754 -0.533676 -4.88 -4.33 -0.75
C -2.821117 -0.693921 -0.327073 1.90 1.21 1.91
C 0.491474 -1.008570 0.390471 -1.54 -1.07 0.79
C 2.415944 1.074291 -0.039088 0.65 2.72 0.21
C 1.170184 1.313451 0.361905 -1.62 -1.22 2.30
C 2.797474 -0.263041 -0.205807 0.09 -2.41 -1.06
H -2.518223 1.381906 -0.608803 3.66 3.20 -0.47
H 0.720490 2.228377 0.660034 0.35 1.18 -0.37
H -4.126244 0.896442 -0.846494 0.10 -0.19 0.73
H -1.729653 -0.867424 -0.110559 -1.89 -0.32 -0.50
H 2.131765 -2.149361 -0.397547 -1.56 1.58 0.56
H -0.652842 0.596624 1.035974 -0.77 -0.18 0.15
H -3.478358 -1.501300 0.074633 0.16 0.80 -1.29
H 3.192407 1.880555 -0.143310 -1.14 -0.96 -0.10
```
Forces are in eV/Å.

## Properties
**Energy above the lowest of the compared OMol25 structures with the same formula, charge and spin**: 41.04 kcal/mol
**Orbital gap**: 9.993 eV

Results of the Mulliken charge analysis, in e, for atoms 1 through 4: atom 1 (O): -0.64, atom 2 (O): -0.62, atom 3 (N): -0.12, atom 4 (N): -0.18

DFT (the ωB97M-V functional and the def2-TZVPD basis) results for a single C6H8N2O2 molecule in a non-equilibrium geometry.

Structure (XYZ):
```
18
Properties=species:S:1:pos:R:3:forces:R:3
O 2.585035 0.715404 0.784377 1.43 1.30 0.96
O 0.769707 0.681895 -0.522209 -0.04 0.34 -0.31
N 1.736492 0.039198 0.194533 -1.68 5.91 -0.01
N -0.557561 2.662570 -0.284812 0.94 1.59 -1.94
C -1.504962 0.566337 0.123466 1.11 -0.77 0.88
C 0.657545 -2.105155 -0.215126 7.80 3.00 1.80
C -1.565057 -0.780481 0.059111 -1.79 -1.12 -0.10
C 1.783009 -1.234110 0.200611 -5.01 -6.82 -1.88
C -0.640781 -1.798556 -0.259006 -3.27 -2.05 -1.01
C -0.285340 1.418934 0.301399 -0.22 -1.13 -2.46
H 0.129252 1.438956 1.279873 0.18 0.39 0.97
H -2.624312 -1.256673 0.167761 1.82 1.24 -0.56
H 1.241403 -2.976442 -0.474462 -1.45 -1.13 -0.02
H 0.275244 3.362494 -0.271781 -2.04 -1.86 -0.30
H -2.424640 1.048746 0.081999 -1.41 1.08 0.41
H 2.590004 -1.582810 0.724330 2.18 -1.27 0.51
H -0.992021 2.512002 -1.285549 1.44 0.66 2.68
H -1.173023 -2.712303 -0.604512 -0.01 0.65 0.36
```
Forces are in eV/Å.

## Properties
**Multiplicity**: 3
**<S²>**: 2.038
**Energy above the lowest of the compared OMol25 structures with the same formula, charge and spin**: 106.86 kcal/mol
**Orbital gap (spin up / spin down)**: 6.676 / 7.033 eV

Results of the Mulliken charge analysis, in e, for atoms 1 through 4: atom 1 (O): -0.57, atom 2 (O): -0.33, atom 3 (N): 0.60, atom 4 (N): -0.67

DFT (the ωB97M-V functional and the def2-TZVPD basis) results for a single C6H8N2O4 molecule in a non-equilibrium geometry.

Structure (XYZ):
```
20
Properties=species:S:1:pos:R:3:forces:R:3
O 2.290443 1.281732 -1.321097 -0.36 0.13 -0.19
O 0.399310 -2.148231 0.902303 1.46 0.38 -0.39
O 1.410861 1.494689 1.455916 -0.96 -0.64 -0.65
O 3.506508 -0.208462 -0.402438 -0.88 -0.47 0.33
N 2.429576 0.276856 -0.661526 -0.07 0.24 -0.08
N 1.386382 -1.546067 0.499297 -1.48 -1.56 0.67
C 0.613703 0.709561 0.997512 1.18 -0.25 1.26
C -0.013582 -0.345657 -1.362168 0.01 -1.60 3.57
C -0.791238 0.464824 1.463783 -0.21 -0.05 1.90
C 1.049543 -0.309446 -0.121859 0.46 2.17 -1.73
C -1.663011 0.677946 0.224752 -2.14 -1.83 0.35
C -1.467701 -0.516709 -0.769858 4.00 0.80 1.01
H 0.118329 0.519028 -1.929811 0.34 1.22 -0.97
H -0.867448 -0.512300 2.095213 0.02 1.20 -1.88
H -2.074673 -0.516581 -1.629737 -1.30 -0.17 -0.64
H -1.312573 -1.512814 -0.256491 -1.41 1.22 -0.38
H -2.743532 0.552373 0.525830 0.97 0.89 -0.11
H -1.439695 1.716312 -0.143101 -0.46 -1.14 -0.16
H 0.231327 -1.265946 -1.828481 0.38 -0.58 -1.18
H -1.062527 1.188885 2.261963 0.45 0.05 -0.70
```
Forces are in eV/Å.

## Properties
**Energy above the lowest of the compared OMol25 structures with the same formula, charge and spin**: 185.06 kcal/mol
**Orbital gap (spin up / spin down)**: 8.826 / 8.824 eV

Results of the Mulliken charge analysis, in e, for atoms 1 through 4: atom 1 (O): -0.57, atom 2 (O): -0.30, atom 3 (O): -0.52, atom 4 (O): -0.57

Which value of energy above the lowest of the compared OMol25 structures with the same formula, charge and spin does entry 3 give? 185.06 kcal/mol

What is the formula in the second record? C6H8N2O2

Please write out number 1 again, unchanged.
DFT (the ωB97M-V functional and the def2-TZVPD basis) results for a 2-piece molecular cluster, C6H8N2O2 overall in a non-equilibrium geometry.

Structure (XYZ):
```
18
Properties=species:S:1:pos:R:3:forces:R:3
O -0.360658 -1.887586 0.510852 1.71 0.61 0.11
O 3.886742 -0.711817 -0.493338 0.09 0.37 0.25
N 1.713835 -1.191111 -0.176384 2.13 -1.26 -0.23
N 0.277043 0.300728 0.848204 2.56 0.25 -2.24
C -3.110266 0.601754 -0.533676 -4.88 -4.33 -0.75
C -2.821117 -0.693921 -0.327073 1.90 1.21 1.91
C 0.491474 -1.008570 0.390471 -1.54 -1.07 0.79
C 2.415944 1.074291 -0.039088 0.65 2.72 0.21
C 1.170184 1.313451 0.361905 -1.62 -1.22 2.30
C 2.797474 -0.263041 -0.205807 0.09 -2.41 -1.06
H -2.518223 1.381906 -0.608803 3.66 3.20 -0.47
H 0.720490 2.228377 0.660034 0.35 1.18 -0.37
H -4.126244 0.896442 -0.846494 0.10 -0.19 0.73
H -1.729653 -0.867424 -0.110559 -1.89 -0.32 -0.50
H 2.131765 -2.149361 -0.397547 -1.56 1.58 0.56
H -0.652842 0.596624 1.035974 -0.77 -0.18 0.15
H -3.478358 -1.501300 0.074633 0.16 0.80 -1.29
H 3.192407 1.880555 -0.143310 -1.14 -0.96 -0.10
```
Forces are in eV/Å.

## Properties
**Energy above the lowest of the compared OMol25 structures with the same formula, charge and spin**: 41.04 kcal/mol
**Orbital gap**: 9.993 eV

Results of the Mulliken charge analysis, in e, for atoms 1 through 4: atom 1 (O): -0.64, atom 2 (O): -0.62, atom 3 (N): -0.12, atom 4 (N): -0.18